Record 1
A molecular structure, C12H42LiN12O18, computed with the ωB97M-V functional and the def2-TZVPD basis.

## Properties
Gap between HOMO and LUMO in eV: 2.124
E_HOMO in hartree: -0.12500
Relative energy (zero: lowest compared OMol25 entry of this formula, charge and spin) in kcal per mole: 177.1
Charge: -1
Multiplicity: 1

Atoms and positions in Å:
Li: -6.869 -2.119 -1.549
C: -0.539 -0.605 -2.420
C: 0.596 -0.313 -1.771
C: 0.795 -0.625 -0.244
O: 1.683 -0.148 0.474
C: -0.241 -1.134 0.468
C: -1.480 -1.520 -0.166
C: -1.679 -1.085 -1.694
O: -2.786 -1.437 -2.224
O: -2.413 -2.203 0.337
O: 1.561 0.113 -2.505
H: -0.560 -0.436 -3.487
H: -0.193 -1.283 1.537
O: -5.991 -0.071 -6.617
H: -5.192 -0.310 -6.147
H: -5.687 0.471 -7.346
O: 4.715 -2.583 -6.087
H: 4.465 -2.424 -5.177
H: 5.672 -2.608 -6.072
O: 5.234 -4.898 1.621
H: 4.307 -5.122 1.710
H: 5.243 -3.945 1.534
O: 6.874 1.088 -2.807
H: 7.174 1.507 -3.613
H: 5.927 1.005 -2.918
O: -6.107 -5.582 3.621
H: -5.805 -4.817 3.130
H: -6.472 -5.220 4.428
O: 0.191 3.695 4.057
H: 0.598 3.044 3.486
H: 0.303 3.343 4.940
O: -2.758 -6.941 -0.616
H: -2.179 -7.410 -0.016
H: -3.026 -6.160 -0.130
O: -2.852 -4.913 -5.312
H: -2.924 -4.096 -4.818
H: -2.521 -5.548 -4.677
C: -0.271 -3.444 6.918
O: -0.382 -3.036 8.080
N: -1.195 -3.241 6.040
N: 0.802 -4.032 6.455
H: -2.063 -2.907 6.434
H: -1.160 -3.366 5.039
H: 0.869 -4.315 5.488
H: 1.607 -4.284 7.011
C: -8.133 -0.401 3.523
O: -7.932 -1.162 2.607
N: -9.248 -0.193 4.144
N: -7.167 0.273 4.004
H: -10.061 -0.686 3.803
H: -9.411 0.524 4.836
H: -6.217 0.025 3.766
H: -7.312 0.960 4.730
C: 4.113 6.355 0.517
O: 3.940 7.557 0.807
N: 3.961 5.800 -0.602
N: 4.457 5.539 1.466
H: 4.363 4.876 -0.666
H: 3.909 6.402 -1.412
H: 4.692 6.035 2.314
H: 4.222 4.558 1.509
C: 1.126 2.752 -8.331
O: 0.750 3.534 -9.140
N: 0.716 1.529 -8.135
N: 2.146 3.026 -7.605
H: -0.160 1.156 -8.470
H: 1.143 1.227 -7.271
H: 2.386 4.003 -7.699
H: 2.328 2.459 -6.789
C: 7.239 -0.251 4.473
O: 8.323 0.016 4.985
N: 7.001 -0.476 3.200
N: 6.135 -0.234 5.072
H: 7.746 -0.833 2.620
H: 6.098 -0.408 2.752
H: 6.072 0.037 6.043
H: 5.324 -0.167 4.474
C: -2.524 4.929 -1.152
O: -3.148 5.988 -1.037
N: -2.689 3.848 -0.470
N: -1.580 4.791 -2.052
H: -3.396 3.754 0.246
H: -1.981 3.137 -0.585
H: -1.620 5.571 -2.693
H: -0.889 4.066 -2.180

Cartesian forces (eV/Å) of the 3 atoms listed first:
0.7 0.1 0.2
-4.4 -0.8 0.7
4.8 0.5 -0.9

These are the Löwdin partial charges, in e, on atoms 1 to 2: Li 0.93; C -0.06

---

Record 2
A molecular structure, C27H53N2NiOPS5, computed with the ωB97M-V functional and the def2-TZVPD basis.

## Properties
Gap between HOMO and LUMO (spin up / spin down) in eV: 8.387 / 6.492
E_HOMO (spin up / spin down) in hartree: -0.48932 / -0.49034
Relative energy (zero: lowest compared OMol25 entry of this formula, charge and spin) in kcal per mole: 6.2
Charge: +2
⟨S²⟩: 2.006
Multiplicity: 3

Atoms and positions in Å:
Ni: 8.417 13.236 9.033
C: 5.390 15.391 11.427
C: 6.381 14.227 11.682
S: 7.939 14.924 12.326
C: 9.063 13.478 12.278
C: 10.471 13.813 11.703
S: 10.695 13.631 9.885
C: 11.179 15.283 9.234
C: 10.119 15.826 8.272
S: 8.561 15.651 9.198
C: 7.370 16.662 8.269
C: 6.267 17.160 9.222
S: 5.023 15.882 9.694
H: 5.669 16.311 11.951
H: 4.409 15.101 11.778
H: 6.513 13.634 10.747
H: 5.987 13.562 12.443
H: 8.583 12.660 11.732
H: 9.221 13.161 13.313
H: 11.182 13.146 12.148
H: 10.748 14.852 11.943
H: 12.143 15.138 8.744
H: 11.291 15.937 10.098
H: 10.063 15.289 7.324
H: 10.279 16.883 8.067
H: 6.952 16.097 7.445
H: 7.930 17.497 7.851
H: 5.675 17.914 8.702
H: 6.666 17.616 10.135
N: 6.835 11.516 5.923
C: 6.223 12.636 6.326
N: 5.454 13.246 5.424
S: 6.318 13.376 7.872
H: 6.688 11.136 4.992
H: 7.208 10.919 6.647
H: 5.184 12.801 4.558
H: 5.043 14.133 5.670
O: 8.701 11.423 9.416
P: 9.164 9.947 9.056
C: 7.629 8.969 8.815
C: 6.392 9.579 9.484
C: 6.274 9.252 10.956
C: 6.290 7.754 11.198
C: 7.475 7.071 10.527
C: 7.659 7.447 9.057
C: 9.918 10.013 7.405
C: 10.185 8.666 6.724
C: 10.960 8.960 5.434
C: 12.373 9.482 5.747
C: 12.437 10.179 7.098
C: 11.157 10.949 7.356
C: 10.369 9.420 10.309
C: 9.927 9.616 11.764
C: 11.161 9.611 12.669
C: 12.232 8.596 12.204
C: 11.569 7.482 11.407
C: 10.975 8.005 10.096
H: 7.472 9.092 7.717
H: 5.530 9.115 9.000
H: 6.370 10.656 9.315
H: 5.336 9.660 11.324
H: 7.079 9.728 11.524
H: 5.363 7.324 10.790
H: 6.290 7.560 12.264
H: 7.300 5.998 10.563
H: 8.386 7.281 11.067
H: 6.811 7.040 8.514
H: 8.552 6.972 8.640
H: 9.126 10.496 6.813
H: 9.258 8.164 6.507
H: 10.770 7.990 7.363
H: 10.380 9.692 4.856
H: 11.047 8.071 4.831
H: 12.675 10.179 4.953
H: 13.061 8.639 5.733
H: 13.296 10.866 7.105
H: 12.617 9.458 7.904
H: 11.010 11.695 6.579
H: 11.239 11.487 8.299
H: 11.177 10.146 10.110
H: 9.239 8.830 12.046
H: 9.417 10.571 11.879
H: 10.851 9.389 13.681
H: 11.584 10.612 12.700
H: 12.730 8.182 13.065
H: 12.986 9.101 11.581
H: 10.797 7.007 12.032
H: 12.293 6.695 11.185
H: 10.254 7.283 9.728
H: 11.779 8.095 9.358

Cartesian forces (eV/Å) of the 3 atoms listed first:
0.1 0.8 -0.4
0.2 0.2 -0.4
0.0 0.3 -0.4

These are the Löwdin partial charges, in e, on atoms 1 to 2: Ni 0.32; C -0.52

---

Record 3
A molecular structure, C30H39AuBIN7O3S, computed with the ωB97M-V functional and the def2-TZVPD basis.

## Properties
Gap between HOMO and LUMO in eV: 6.899
E_HOMO in hartree: -0.40894
Relative energy (zero: lowest compared OMol25 entry of this formula, charge and spin) in kcal per mole: 0.0
Charge: +1
Multiplicity: 1

Atoms and positions in Å:
Au: -0.339 0.004 1.394
C: 2.633 -2.546 -4.439
C: 2.343 -1.447 -3.414
C: 3.588 -0.599 -3.153
C: 1.810 -2.038 -2.143
C: 2.480 -2.868 -1.213
C: 1.544 -3.126 -0.246
N: 0.406 -2.465 -0.578
N: 0.562 -1.830 -1.764
B: -0.997 -2.720 -0.051
N: -0.952 -2.818 1.502
C: -1.206 -3.888 2.251
C: -1.185 -3.519 3.581
C: -0.923 -2.152 3.597
N: -0.754 -1.750 2.319
C: -0.951 -1.286 4.825
C: 0.438 -0.965 5.380
C: -1.823 -0.048 4.633
N: -1.936 -1.541 -0.408
C: -2.935 -1.552 -1.287
C: -3.600 -0.345 -1.226
C: -2.946 0.412 -0.257
N: -1.934 -0.339 0.223
C: -3.382 1.771 0.217
C: -3.038 2.049 1.677
C: -2.915 2.897 -0.712
H: 2.987 -2.112 -5.375
H: 1.740 -3.136 -4.649
H: 3.406 -3.223 -4.070
H: 1.554 -0.801 -3.809
H: 4.402 -1.220 -2.770
H: 3.386 0.182 -2.421
H: 3.934 -0.135 -4.077
H: 3.494 -3.229 -1.255
H: 1.592 -3.753 0.633
H: -1.506 -3.726 -0.462
H: -1.407 -4.836 1.781
H: -1.381 -4.138 4.439
H: -1.445 -1.914 5.571
H: 0.997 -0.304 4.722
H: 1.022 -1.875 5.525
H: 0.340 -0.467 6.344
H: -1.401 0.641 3.901
H: -1.909 0.498 5.572
H: -2.826 -0.323 4.304
H: -3.113 -2.431 -1.882
H: -4.469 -0.044 -1.784
H: -4.473 1.727 0.141
H: -1.976 2.262 1.800
H: -3.317 1.215 2.324
H: -3.577 2.933 2.017
H: -1.839 3.034 -0.647
H: -3.400 3.831 -0.424
H: -3.172 2.685 -1.751
I: 0.558 2.898 3.530
C: 1.871 1.386 3.004
C: 3.195 1.527 3.387
C: 4.102 0.523 3.105
C: 3.669 -0.614 2.442
C: 2.348 -0.695 2.075
N: 1.461 0.279 2.359
H: 3.499 2.427 3.901
H: 5.138 0.634 3.396
H: 4.341 -1.419 2.184
H: 1.974 -1.533 1.505
C: -1.590 3.207 -5.604
C: -0.872 2.868 -4.329
C: -0.205 3.863 -3.613
C: 0.464 3.572 -2.438
C: 0.468 2.261 -1.980
C: -0.185 1.247 -2.667
C: -0.849 1.563 -3.841
S: 1.230 1.887 -0.450
O: 1.969 3.023 0.008
O: -0.029 1.738 0.493
O: 1.873 0.600 -0.505
H: -2.362 3.957 -5.426
H: -2.061 2.328 -6.040
H: -0.898 3.621 -6.338
H: -0.209 4.881 -3.986
H: 0.980 4.340 -1.878
H: -0.154 0.223 -2.307
H: -1.354 0.778 -4.392

Cartesian forces (eV/Å) of the 3 atoms listed first:
0.0 0.1 0.0
0.0 0.0 0.0
0.0 0.0 0.0

These are the Löwdin partial charges, in e, on atoms 1 to 2: Au 1.42; C -0.06

---

Record 4
7 unconnected molecules or ions with the total composition C43H37B3Cl2F14O4, computed with the ωB97M-V functional and the def2-TZVPD basis.

## Properties
Gap between HOMO and LUMO in eV: 9.499
E_HOMO in hartree: -0.33674
Structure (SMILES): FC(F)C(F)(F)C(F)(F)C(F)(F)COCCB1OB(Cl)OB(Cl)O1.Fc1ccccc1.Fc1ccccc1.Fc1ccccc1.Fc1ccccc1.Fc1ccccc1.Fc1ccccc1
Multiplicity: 1

Atoms and positions in Å:
F: -4.741 4.509 4.351
C: -5.414 3.305 4.567
F: -6.429 3.498 5.526
C: -4.322 2.237 5.076
F: -3.655 2.830 6.157
F: -5.043 1.169 5.598
C: -3.325 1.854 3.901
F: -3.788 2.255 2.628
F: -2.163 2.628 4.112
C: -2.837 0.343 3.871
F: -3.864 -0.594 3.736
F: -1.996 0.131 4.960
C: -1.920 0.184 2.551
O: -0.825 -0.710 2.746
C: -0.729 -1.635 1.624
C: -0.473 -0.909 0.228
B: 1.006 -0.260 0.129
O: 2.068 -0.592 1.065
B: 2.713 0.614 1.459
Cl: 4.030 0.695 2.713
O: 2.287 1.863 0.869
B: 2.125 1.704 -0.553
Cl: 2.975 2.722 -1.804
O: 1.245 0.650 -0.977
H: -5.953 2.933 3.637
H: -2.643 -0.188 1.747
H: -1.550 1.199 2.181
H: 0.185 -2.284 1.830
H: -1.622 -2.349 1.602
H: -0.497 -1.738 -0.566
H: -1.300 -0.190 -0.073
F: -3.047 1.157 -0.516
C: -2.619 2.404 -0.797
C: -2.501 2.800 -2.119
C: -2.064 4.088 -2.407
C: -1.740 4.960 -1.371
C: -1.858 4.548 -0.048
C: -2.305 3.264 0.242
H: -2.750 2.105 -2.911
H: -1.975 4.412 -3.438
H: -1.395 5.963 -1.598
H: -1.602 5.226 0.758
H: -2.411 2.930 1.262
F: -3.924 7.135 -2.317
C: -3.276 8.309 -2.380
C: -3.258 9.011 -3.574
C: -2.590 10.229 -3.638
C: -1.939 10.724 -2.511
C: -1.960 10.006 -1.320
C: -2.637 8.794 -1.251
H: -3.763 8.606 -4.442
H: -2.576 10.791 -4.564
H: -1.415 11.672 -2.564
H: -1.450 10.391 -0.444
H: -2.672 8.225 -0.330
F: -1.648 -4.874 0.951
C: -0.570 -5.644 0.716
C: -0.484 -6.345 -0.474
C: 0.631 -7.137 -0.720
C: 1.643 -7.227 0.232
C: 1.542 -6.521 1.427
C: 0.432 -5.720 1.669
H: -1.283 -6.270 -1.198
H: 0.713 -7.683 -1.651
H: 2.511 -7.848 0.041
H: 2.328 -6.594 2.170
H: 0.340 -5.156 2.590
F: -1.220 -4.423 -2.429
C: -2.368 -4.365 -3.128
C: -2.411 -4.890 -4.408
C: -3.599 -4.835 -5.128
C: -4.726 -4.245 -4.562
C: -4.668 -3.717 -3.276
C: -3.484 -3.782 -2.552
H: -1.521 -5.338 -4.835
H: -3.647 -5.249 -6.128
H: -5.652 -4.198 -5.126
H: -5.546 -3.255 -2.839
H: -3.422 -3.384 -1.546
F: 6.093 0.952 4.795
C: 6.756 2.120 4.735
C: 6.802 2.818 3.539
C: 7.484 4.028 3.482
C: 8.121 4.521 4.617
C: 8.072 3.808 5.811
C: 7.382 2.603 5.873
H: 6.307 2.415 2.665
H: 7.520 4.586 2.554
H: 8.657 5.462 4.570
H: 8.573 4.191 6.693
H: 7.326 2.039 6.796
F: 2.391 -8.932 -2.422
C: 3.326 -8.404 -3.231
C: 4.421 -9.170 -3.596
C: 5.384 -8.625 -4.437
C: 5.248 -7.317 -4.894
C: 4.146 -6.556 -4.516
C: 3.176 -7.103 -3.684
H: 4.514 -10.183 -3.224
H: 6.241 -9.218 -4.735
H: 6.002 -6.891 -5.546
H: 4.043 -5.536 -4.869
H: 2.308 -6.528 -3.386

Cartesian forces (eV/Å) of the 3 atoms listed first:
-1.2 -1.7 0.3
-0.5 0.0 0.1
2.1 -0.2 -1.3

These are the Löwdin partial charges, in e, on atoms 1 to 2: F 0.06; C -0.20

---

Record 5
2 unconnected molecules or ions with the total composition C22H28NOS, computed with the ωB97M-V functional and the def2-TZVPD basis.

## Properties
Gap between HOMO and LUMO in eV: 7.736
E_HOMO in hartree: -0.39983
Charge: +1
Multiplicity: 1

Atoms and positions in Å:
C: 3.271 -0.686 3.370
S: 2.618 0.384 2.044
C: 3.074 -0.665 0.623
C: 0.959 0.128 2.397
C: -0.142 0.785 1.782
C: -1.490 0.120 1.800
C: -1.610 -1.271 1.883
C: -2.865 -1.883 1.950
C: -4.024 -1.098 1.891
C: -3.918 0.300 1.733
C: -2.658 0.893 1.663
O: -0.047 1.925 1.256
H: 4.335 -0.455 3.495
H: 2.723 -0.471 4.294
H: 3.129 -1.724 3.049
H: 4.145 -0.490 0.449
H: 2.873 -1.706 0.901
H: 2.483 -0.337 -0.239
H: 0.800 -0.646 3.153
H: -0.685 -1.844 1.874
H: -2.933 -2.973 2.030
H: -5.007 -1.567 1.943
H: -4.814 0.916 1.640
H: -2.564 1.964 1.480
C: -0.936 5.415 5.341
C: -0.358 4.078 5.806
C: -0.154 3.075 4.663
N: 0.512 3.693 3.510
C: 1.485 3.050 2.908
C: 2.425 3.764 2.042
C: 3.058 4.952 2.493
C: 3.908 5.669 1.655
C: 4.237 5.167 0.387
C: 3.694 3.945 -0.027
C: 2.706 3.317 0.737
C: -0.066 4.970 3.021
C: -0.198 5.986 4.149
H: -1.994 5.275 5.091
H: -0.889 6.115 6.177
H: 0.614 4.234 6.290
H: -1.000 3.595 6.552
H: 0.457 2.215 4.993
H: -1.126 2.706 4.292
H: 1.790 2.096 3.367
H: 2.870 5.271 3.532
H: 4.298 6.625 2.000
H: 4.945 5.705 -0.246
H: 4.008 3.502 -0.970
H: 2.119 2.480 0.343
H: 0.517 5.382 2.185
H: -1.072 4.717 2.653
H: -0.703 6.878 3.773
H: 0.808 6.310 4.445

Cartesian forces (eV/Å) of the 3 atoms listed first:
0.4 0.3 -0.2
-0.4 -1.0 0.2
0.2 0.2 0.3

These are the Löwdin partial charges, in e, on atoms 1 to 2: C -0.22; S 1.01

---

Record 6
A molecular structure, C6H6O, computed with the ωB97M-V functional and the def2-TZVPD basis.

## Properties
Gap between HOMO and LUMO in eV: 10.287
E_HOMO in hartree: -0.33935
Relative energy (zero: lowest compared OMol25 entry of this formula, charge and spin) in kcal per mole: 94.0
Multiplicity: 1

Atoms and positions in Å:
C: 2.710 0.616 0.011
C: 1.524 0.394 0.058
C: 0.127 0.045 -0.016
C: -1.002 1.040 -0.213
C: -1.162 0.024 0.845
O: -1.573 -1.215 0.297
C: -0.332 -1.349 -0.415
H: 3.763 0.813 -0.012
H: -1.676 1.018 -1.065
H: -0.731 2.025 0.162
H: -1.494 0.229 1.859
H: 0.291 -2.112 0.066
H: -0.463 -1.573 -1.478

Cartesian forces (eV/Å) of the 3 atoms listed first:
-0.5 -0.1 0.1
0.3 0.1 0.2
0.1 0.0 0.0

These are the Löwdin partial charges, in e, on atoms 1 to 2: C 0.12; C -0.07

---

Number 1: total energy -68066.2696 eV. Number 2: total energy -138384.6287 eV. Number 3: total energy -71616.9249 eV. Number 4: total energy -118507.2728 eV. Number 5: total energy -37633.4479 eV. Number 6: total energy -8362.4302 eV.